17
Properties=species:S:1:pos:R:3 method="wB97M-V/def2-TZVPD" total_energy_ha=-305.7763 mol_weight_g_mol=98.1 gap_ev=9.55 charge=0 de_lowest_kcal_mol=155.36 homo_energy_ev=-8.590
C 0.43 -0.57 0.61
H -1.31 1.78 -0.37
N 0.84 1.53 -0.33
H -0.86 1.71 1.34
H 0.58 2.33 -0.98
H -1.36 -0.90 -1.52
C -0.89 -0.28 0.41
C 1.68 -1.08 0.06
H 2.55 -0.62 0.57
H 0.72 -0.03 1.55
N -1.75 -0.87 -0.60
H 2.00 -2.09 -0.33
H 0.45 -0.20 -1.44
H -1.91 -1.77 0.09
C 1.03 0.00 -0.68
H -1.53 -0.21 1.35
C -0.68 1.28 0.28

16
Properties=species:S:1:pos:R:3 method="wB97M-V/def2-TZVPD" total_energy_ha=-288.0107 mol_weight_g_mol=81.1 gap_ev=10.76 charge=0 de_lowest_kcal_mol=17.41 homo_energy_ev=-10.140
H 0.28 0.74 0.73
H 2.72 0.62 0.28
H 2.79 -0.94 1.22
C 0.80 -0.21 0.71
O -2.36 -0.74 0.87
H -2.03 -0.19 0.15
H 1.15 -0.47 -1.33
O -0.90 1.79 -1.78
H 2.33 0.53 1.98
H -1.89 -1.55 0.64
C 2.25 -0.01 1.03
H -1.61 1.20 -1.53
H -0.10 1.31 -1.49
H 0.26 -0.87 1.37
N 0.46 -0.76 -0.65
H 0.45 -1.77 -0.54

19
Properties=species:S:1:pos:R:3 method="wB97M-V/def2-TZVPD" total_energy_ha=-398.2970 mol_weight_g_mol=117.2 gap_ev=5.09 charge=0 de_lowest_kcal_mol=161.39 homo_energy_ev=-7.654
H -0.51 -0.28 1.32
H -3.11 -0.47 -1.31
H -4.11 0.07 0.83
N -1.22 -0.60 -0.49
H 0.53 1.70 0.62
H 1.05 -1.55 0.30
C 1.14 -0.53 -0.12
C 3.37 0.17 -0.21
H 4.04 0.85 0.30
H -2.81 -0.95 1.24
C -2.51 0.03 -0.55
C -0.30 0.04 0.26
H 1.18 -0.64 -1.22
O -0.31 1.46 0.21
H 3.77 -0.85 -0.23
N -3.13 -0.13 0.74
N 2.10 0.23 0.46
H -2.43 1.07 -0.88
H 3.26 0.39 -1.29

19
Properties=species:S:1:pos:R:3 method="wB97M-V/def2-TZVPD" total_energy_ha=-290.0995 mol_weight_g_mol=98.2 gap_ev=5.27 charge=+1 de_lowest_kcal_mol=139.57 homo_energy_ev=-11.987
H 0.51 -1.33 -0.61
C 0.00 -0.47 -0.19
C -1.49 -0.50 -0.34
C -2.12 -1.51 -0.98
H -3.35 0.24 0.40
N 3.13 -0.21 0.01
C -2.29 0.46 0.29
H 4.98 -0.84 0.22
H 0.51 0.41 -0.59
C 4.19 -0.34 0.79
H 3.79 0.59 -0.30
H 4.06 -0.82 1.77
H 0.33 -0.44 0.85
H -0.87 2.09 0.32
H -3.17 -1.70 -0.79
C -1.93 1.89 0.27
H -2.39 2.41 1.11
H -1.54 -2.21 -1.57
H -2.36 2.29 -0.66

73
Properties=species:S:1:pos:R:3 method="wB97M-V/def2-TZVPD" total_energy_ha=-2420.9006 mol_weight_g_mol=513.6 gap_ev=4.10 charge=+1 de_lowest_kcal_mol=258.53 homo_energy_ev=-10.366
N -2.99 -2.40 2.79
C -2.78 -5.31 -2.48
H -0.82 4.30 -0.77
H 0.86 1.09 -0.23
H 1.51 -6.78 2.26
H -4.82 -1.11 -1.71
O 1.03 -5.38 0.79
H -2.81 -7.26 -2.08
O 1.66 -0.34 -4.81
H 3.66 -1.76 4.64
H 5.22 -1.55 5.49
H -1.34 -2.21 4.69
H -4.84 -0.41 -4.01
H 0.05 -0.34 -0.75
O -4.21 -0.04 -3.38
C 4.66 -1.33 4.58
H 4.58 5.99 -1.55
O 1.23 5.39 5.13
H 0.50 -1.24 1.59
H 4.77 -1.85 2.74
H -0.17 -6.14 2.23
H 1.69 -4.68 0.78
C 1.03 -0.53 -5.82
H -2.35 -3.15 5.72
C 0.26 5.68 4.39
N 0.01 5.08 3.30
N 4.65 4.99 -1.43
H -1.14 5.84 -1.56
C -1.58 5.06 -0.94
N -2.10 -4.33 -2.00
O -3.61 -5.23 -3.35
C -3.24 -2.79 4.02
N 2.93 4.83 -2.66
H -2.32 4.70 -1.66
H -3.66 -2.61 2.06
H 0.81 -0.46 -7.75
H -2.86 4.74 0.43
N -2.52 -6.33 -1.84
H 5.41 4.53 -0.94
C 0.88 -5.90 2.10
N -0.20 -0.79 -5.88
H 4.64 -0.26 4.38
H 1.68 0.02 1.85
H -4.32 0.58 -1.35
H 0.68 4.35 3.06
C 3.99 4.21 -2.20
H -5.87 0.26 -2.05
H 1.07 -5.16 2.87
O -4.21 -3.37 4.41
H -1.23 6.92 4.02
H -0.61 0.47 0.62
H 2.49 -0.62 -7.15
O 2.27 -1.27 0.37
H -0.68 5.37 2.63
C -4.83 -0.07 -2.05
H 2.32 4.49 -3.38
H -2.32 -3.41 -2.35
H -0.74 -0.84 -5.03
Ca 4.54 -0.84 -2.33
H -1.79 -6.18 -1.15
H -1.45 -4.39 -1.22
N 1.51 -0.41 -7.02
O 4.23 2.99 -2.41
H -0.26 7.26 5.47
O -2.40 5.53 0.16
C 1.22 -0.60 1.09
N -2.22 -2.68 4.84
H 2.77 5.75 -2.26
H -2.13 -1.96 2.51
C 0.34 0.21 0.15
N -0.45 6.74 4.63
H -0.59 -1.10 -6.75
O 5.30 -1.99 3.53

5
Properties=species:S:1:pos:R:3 method="wB97M-V/def2-TZVPD" total_energy_ha=-1468.8491 mol_weight_g_mol=135.0 gap_ev="7.22 / 7.10" charge=0 de_lowest_kcal_mol=33.85 homo_energy_ev="-8.248 / -11.512" s_squared=2.01 spin_multiplicity=3
Cl 2.21 0.68 -0.07
O -1.16 -1.47 0.17
Cl -1.53 1.64 0.10
O 0.92 -0.36 0.34
S -0.43 -0.49 -0.55

18
Properties=species:S:1:pos:R:3 method="wB97M-V/def2-TZVPD" total_energy_ha=-272.8025 mol_weight_g_mol=88.1 gap_ev="8.34 / 8.30" charge=0 de_lowest_kcal_mol=91.69 homo_energy_ev="-7.512 / -7.495"
H 1.46 0.29 2.69
C 1.96 0.59 1.77
H 2.30 1.62 1.89
H 1.38 -1.66 0.19
H -2.09 0.66 0.02
H -3.40 -0.72 -0.17
H -0.02 -1.34 1.23
H 0.16 1.12 0.71
C 1.02 0.45 0.57
O -2.16 -0.41 -1.73
H -1.04 -0.26 -3.39
H 1.54 0.79 -0.34
H -0.66 0.97 -1.97
H -0.09 -1.05 -0.54
C -2.57 -0.14 -0.53
C -1.17 0.11 -2.39
C 0.54 -0.98 0.35
H 2.84 -0.05 1.65

161
Properties=species:S:1:pos:R:3 method="wB97M-V/def2-TZVPD" total_energy_ha=-4413.3261 mol_weight_g_mol=1045.3 gap_ev="8.47 / 2.06" charge=0 homo_energy_ev="-8.960 / -8.891" s_squared=0.76 spin_multiplicity=2
F -13.82 -1.19 -15.68
C -9.61 0.63 -10.35
H -15.19 5.22 -15.81
C -8.02 -2.25 -12.48
C -14.75 1.30 -17.54
H -16.48 0.89 -13.21
C -12.78 -2.50 -19.63
H -14.81 0.45 -13.60
H -11.40 -2.65 -9.59
H -15.62 6.81 -16.35
C -11.07 0.50 -10.20
C -13.96 7.44 -18.88
H -11.08 -1.91 -18.87
H -11.76 5.50 -20.11
H -9.61 5.31 -13.40
H -16.44 2.47 -18.02
C -15.53 6.52 -14.15
C -15.40 2.42 -18.33
H -17.98 4.61 -18.51
H -15.75 8.48 -14.49
H -14.16 8.14 -19.69
H -14.80 4.05 -10.76
H -14.80 5.57 -9.90
C -12.33 3.67 -15.65
O -10.16 2.79 -16.85
H -12.85 1.08 -17.19
C -10.61 6.23 -11.70
H -7.55 -1.76 -10.61
H -11.57 -3.51 -11.13
O -13.39 1.32 -17.94
H -9.32 0.57 -11.40
C -7.13 6.14 -16.33
H -8.97 -0.70 -17.16
F -12.88 3.78 -16.83
H -13.32 -5.81 -14.48
C -15.64 0.25 -12.93
C -9.48 -4.13 -16.96
O -12.45 0.81 -13.74
C -15.08 6.27 -15.57
H -8.45 -1.27 -12.69
H -15.12 1.48 -11.22
H -7.92 4.90 -14.88
H -16.61 6.35 -14.07
O -10.36 -0.20 -14.33
O -16.46 0.00 -10.78
H -9.30 -1.22 -10.07
H -11.28 3.84 -11.36
H -16.39 0.21 -9.85
H -17.36 -2.87 -17.77
F -13.22 3.27 -14.75
C -10.36 4.06 -10.82
H -18.32 6.14 -17.63
O -8.32 6.94 -16.44
O -10.74 -0.48 -18.22
H -8.74 6.96 -15.58
O -10.08 -4.95 -17.90
H -13.13 -3.19 -20.40
H -10.54 -4.17 -9.84
H -6.60 6.03 -17.27
H -18.32 6.13 -19.39
N -15.20 7.94 -13.83
H -13.95 5.26 -18.64
H -9.84 -3.23 -12.81
C -7.27 -2.82 -13.69
H -15.94 -0.80 -13.03
H -15.35 4.56 -13.33
H -14.02 6.45 -15.74
H -11.46 0.78 -9.22
O -10.16 2.40 -14.43
H -16.02 6.44 -20.50
O -16.80 -3.84 -16.10
H -16.13 -2.00 -16.82
H -7.40 6.58 -13.18
C -9.31 -0.39 -18.15
H -10.83 5.60 -18.04
O -11.40 -2.66 -19.38
H -13.69 6.53 -21.21
C -8.06 6.44 -12.33
O -13.63 -6.17 -12.45
O -9.73 -2.57 -10.86
H -9.67 8.13 -13.37
H -11.61 5.97 -12.06
C -9.15 -3.16 -11.98
H -9.20 5.40 -18.77
H -6.45 -2.17 -14.00
H -10.70 7.25 -11.36
H -5.65 0.78 -16.53
H -10.53 -4.39 -18.54
O -10.20 5.47 -10.58
O -6.37 0.20 -16.25
H -7.72 5.51 -11.87
C -14.89 5.54 -13.16
H -6.89 -3.80 -13.43
H -13.82 5.48 -13.36
F -11.80 4.87 -15.26
C -13.37 -5.29 -13.52
H -14.16 -4.55 -13.53
H -13.31 -2.57 -18.69
C -17.84 5.70 -18.51
H -6.80 -3.01 -10.95
C -10.88 -3.26 -10.33
C -15.74 5.82 -19.64
H -7.98 7.22 -11.57
S -11.69 0.15 -14.80
H -9.06 0.67 -18.12
H -9.97 -3.17 -16.84
H -13.72 5.03 -21.06
N -13.40 5.83 -20.54
H -15.35 2.28 -19.41
H -14.44 -0.14 -11.06
H -8.79 -0.84 -19.00
H -15.89 4.79 -19.95
H -7.61 1.57 -15.37
H -15.76 -3.47 -17.84
H -10.85 7.30 -14.05
H -14.83 1.47 -16.46
H -8.29 4.37 -16.55
C -15.28 0.43 -11.45
H -8.42 -4.03 -17.21
H -9.14 1.57 -10.06
H -11.62 1.15 -10.88
H -7.62 0.05 -14.51
H -12.89 7.53 -18.68
C -7.52 4.76 -15.89
H -6.75 3.99 -15.90
C -6.98 0.73 -15.08
H -14.43 7.71 -17.94
H -12.40 -4.84 -13.32
H -14.81 3.30 -18.05
C -14.50 5.10 -10.84
S -10.94 2.36 -15.70
C -16.46 -2.98 -17.16
C -10.22 5.74 -18.93
H -12.99 -1.51 -20.04
N -9.85 7.28 -13.89
N -7.06 -2.14 -11.40
C -9.51 6.25 -12.86
H -9.48 3.63 -11.30
N -11.65 0.79 -16.16
O -16.51 6.12 -18.52
H -6.20 0.97 -14.36
H -6.40 6.56 -15.63
O -15.13 5.94 -11.82
F -11.94 -2.11 -16.07
C -12.62 -1.45 -15.20
H -13.43 5.27 -10.89
H -15.23 0.35 -17.76
H -9.54 -4.62 -15.99
F -12.81 -2.14 -14.07
H -14.34 -6.81 -12.59
H -11.44 -0.50 -10.46
C -14.23 6.01 -19.37
H -10.40 3.57 -9.84
H -8.69 -4.10 -11.66
O -8.95 -0.41 -9.69
O -10.88 5.14 -20.03
H -11.11 -0.10 -17.41
H -7.96 -2.90 -14.53
H -10.13 6.82 -19.05
H -15.72 8.18 -13.01
H -17.11 -4.63 -16.54

What did the sixth record say?
5
Properties=species:S:1:pos:R:3 method="wB97M-V/def2-TZVPD" total_energy_ha=-1468.8491 mol_weight_g_mol=135.0 gap_ev="7.22 / 7.10" charge=0 de_lowest_kcal_mol=33.85 homo_energy_ev="-8.248 / -11.512" s_squared=2.01 spin_multiplicity=3
Cl 2.21 0.68 -0.07
O -1.16 -1.47 0.17
Cl -1.53 1.64 0.10
O 0.92 -0.36 0.34
S -0.43 -0.49 -0.55